[1]
Entry from the OMol25 dataset: the molecule C4H5Cl2NS in a non-equilibrium geometry (ωB97M-V with the def2-TZVPD basis set).

Values from the calculation:
Orbital gap in eV: 9.256
HOMO in hartree: -0.3228
SMILES: C[C@]1(Cl)CSN=C1Cl

Structure (ORCA input):
```
! RIJCOSX wB97M-V def2-TZVPD def2/J DEFGRID3
* xyz 0 1
C 0.7266 1.2572 -0.3400
C 0.3186 -0.0861 0.1927
Cl 1.6720 -0.7681 1.0438
C -0.1668 -0.9295 -0.9096
S -1.3999 -2.0753 -0.2645
N -1.7350 -1.0443 0.9627
C -0.8864 -0.0781 1.0746
Cl -0.8473 0.8610 2.4953
H 1.8192 1.2336 -0.6433
H 0.5238 2.0278 0.5376
H 0.1103 1.4759 -1.1376
H -0.7265 -0.3879 -1.5873
H 0.5915 -1.4865 -1.4244
*
```


[2]
Entry from the OMol25 dataset: the molecule C4H5Cl3 in a non-equilibrium geometry (ωB97M-V with the def2-TZVPD basis set).

Values from the calculation:
Orbital gap in eV: 10.597
HOMO in hartree: -0.3611
SMILES: C=C(Cl)[C@@H](Cl)CCl

Structure (ORCA input):
```
! RIJCOSX wB97M-V def2-TZVPD def2/J DEFGRID3
* xyz 0 1
C -1.2155 1.0109 -1.3051
C -0.4376 0.8944 -0.2634
Cl -0.7044 1.8471 1.0822
C 0.7210 -0.1219 -0.0672
Cl 2.2053 0.8218 0.1355
C 0.5306 -1.1711 1.0291
Cl -1.0632 -1.9179 0.7438
H -1.9274 1.7195 -1.2843
H -1.0716 0.2407 -2.1621
H 0.9073 -0.7864 -1.0500
H 0.6001 -0.6710 2.1365
H 1.4555 -1.8660 1.0050
*
```


[3]
Entry from the OMol25 dataset: a structure of composition C4H5ClCu2N in a non-equilibrium geometry (ωB97M-V with the def2-TZVPD basis set).

Values from the calculation:
Orbital gap (alpha / beta) in eV: 8.405 / 4.649
HOMO (alpha / beta) in hartree: -0.8163 / -0.8342
Expectation value of S²: 2.018

Structure (ORCA input):
```
! RIJCOSX wB97M-V def2-TZVPD def2/J DEFGRID3
* xyz 3 3
Cu 5.4071 12.7961 1.9732
Cu 8.0528 14.8181 0.9496
Cl 6.1891 14.3796 1.0993
N 5.1598 16.7160 5.4573
C 4.8331 15.6087 4.7393
C 5.5786 15.5972 3.5884
C 6.3895 16.6923 3.5913
C 6.0565 17.4444 4.7054
H 4.7954 16.9150 6.3780
H 4.1216 14.9350 5.1936
H 5.5962 14.9065 2.7583
H 7.1181 16.9887 2.8512
H 6.3800 18.4039 5.0808
*
```


[4]
Entry from the OMol25 dataset: a structure of composition C4H5ClF4IP in a non-equilibrium geometry (ωB97M-V with the def2-TZVPD basis set).

Values from the calculation:
Orbital gap in eV: 9.770
HOMO in hartree: -0.3626

Structure (ORCA input):
```
! RIJCOSX wB97M-V def2-TZVPD def2/J DEFGRID3
* xyz 0 1
C -0.3466 -1.3794 1.2671
C -0.5005 0.1783 1.0430
C 0.2036 0.8251 -0.2429
C -0.4328 -0.3659 -1.6783
F -1.7944 0.4840 1.0411
F 0.0439 0.8402 2.1659
F -0.4028 2.0644 -0.4815
F -0.1463 0.3706 -2.7523
P 2.0329 0.8648 -0.1130
Cl 0.5617 -1.7773 -1.6181
I -2.5022 -0.5831 -1.6230
H -0.7419 -1.5119 2.2807
H -0.9019 -1.9871 0.3744
H 0.7291 -1.6248 1.2142
H 2.1243 2.0131 0.5721
H 2.0738 1.5891 -1.4494
*
```


[5]
Entry from the OMol25 dataset: a structure of composition C4H5ClFN2O2 in a non-equilibrium geometry (ωB97M-V with the def2-TZVPD basis set).

Values from the calculation:
Orbital gap in eV: 8.107
HOMO in hartree: -0.1828

Structure (ORCA input):
```
! RIJCOSX wB97M-V def2-TZVPD def2/J DEFGRID3
* xyz -1 1
C 0.3209 -0.4900 -0.9379
H 0.9447 -0.3267 1.0970
Cl 2.0194 -2.5931 -0.0252
C 0.2482 0.2131 0.4127
H 1.2764 -0.4536 -1.4617
C -0.6945 -1.5257 -1.1308
N -1.5151 -2.3021 -1.3685
C -1.1263 0.2739 1.0451
H -1.8618 0.6766 0.3361
H -1.4098 -0.7449 1.3422
H -1.1020 0.8880 1.9509
N 0.8915 1.5708 0.2950
O 0.2226 2.5466 0.5640
O 2.0569 1.6148 -0.0381
F -0.2709 0.6523 -2.0808
*
```


[6]
Entry from the OMol25 dataset: a structure of composition C4H5ClN2 in a non-equilibrium geometry (ωB97M-V with the def2-TZVPD basis set).

Values from the calculation:
Orbital gap in eV: 8.221
HOMO in hartree: -0.2786

Structure (ORCA input):
```
! RIJCOSX wB97M-V def2-TZVPD def2/J DEFGRID3
* xyz 0 1
C -0.7537 2.3451 0.0002
C 0.0297 1.1980 0.0040
C -2.0378 0.3084 0.0078
C -0.2091 -1.2653 0.0003
N -2.0431 2.2336 -0.0026
N -0.7519 0.0748 0.0027
Cl -3.3094 -0.7567 -0.0012
H -0.3215 3.3357 -0.0100
H 1.0976 1.1326 0.0066
H -0.1391 -1.6388 1.0254
H -0.8696 -1.9247 -0.5647
H 0.7771 -1.2665 -0.4583
*
```


[7]
Entry from the OMol25 dataset: a cluster of 2 separate species, C4H5ClN2S in total in a non-equilibrium geometry (ωB97M-V with the def2-TZVPD basis set).

Values from the calculation:
Orbital gap in eV: 4.254
HOMO in hartree: -0.2619

Structure (ORCA input):
```
! RIJCOSX wB97M-V def2-TZVPD def2/J DEFGRID3
* xyz 0 1
C 2.1155 -0.7769 0.4383
C 2.4252 -0.7087 2.5916
C 0.8680 -0.1760 0.8380
C 0.1622 0.7198 0.0646
N 2.9297 -1.0416 1.4225
N 0.2339 0.6434 -1.2374
S 0.7974 -0.0479 2.5864
Cl 1.6883 -0.5875 -4.4308
H 2.3166 -0.8726 -0.6322
H 3.0318 -0.5108 3.4589
H -0.5068 1.4104 0.5170
H 0.0070 1.3339 -1.8858
H 0.9383 0.0804 -1.8172
*
```


[8]
Entry from the OMol25 dataset: a cluster of 2 separate species, C4H5ClN3O4 in total in a non-equilibrium geometry (ωB97M-V with the def2-TZVPD basis set).

Values from the calculation:
Orbital gap (alpha / beta) in eV: 7.805 / 7.806
HOMO (alpha / beta) in hartree: -0.1955 / -0.1955

Structure (ORCA input):
```
! RIJCOSX wB97M-V def2-TZVPD def2/J DEFGRID3
* xyz -1 1
C 0.4633 -0.0457 -0.9283
C -4.1452 -0.1081 0.4137
C 2.0227 0.6279 0.8523
C 1.4934 -0.4236 -0.0673
N 0.1761 1.1684 -1.2067
N -0.7516 1.9295 -1.1073
N 2.1285 -1.6657 -0.1240
O -4.5289 -0.7660 1.3221
O 1.9167 -2.4813 -1.0496
O -4.4286 0.7190 -0.3829
O 3.0392 -1.8542 0.7227
Cl -1.9814 -0.4972 0.2252
H -0.0902 -0.7296 -1.5392
H 3.1102 0.6005 1.0153
H 1.5666 1.6401 0.5826
H 1.4616 0.4643 1.8438
H -1.4523 1.4218 -0.5726
*
```


What did the fourth record say?
Entry from the OMol25 dataset: a structure of composition C4H5ClF4IP in a non-equilibrium geometry (ωB97M-V with the def2-TZVPD basis set).

Values from the calculation:
Orbital gap in eV: 9.770
HOMO in hartree: -0.3626

Structure (ORCA input):
```
! RIJCOSX wB97M-V def2-TZVPD def2/J DEFGRID3
* xyz 0 1
C -0.3466 -1.3794 1.2671
C -0.5005 0.1783 1.0430
C 0.2036 0.8251 -0.2429
C -0.4328 -0.3659 -1.6783
F -1.7944 0.4840 1.0411
F 0.0439 0.8402 2.1659
F -0.4028 2.0644 -0.4815
F -0.1463 0.3706 -2.7523
P 2.0329 0.8648 -0.1130
Cl 0.5617 -1.7773 -1.6181
I -2.5022 -0.5831 -1.6230
H -0.7419 -1.5119 2.2807
H -0.9019 -1.9871 0.3744
H 0.7291 -1.6248 1.2142
H 2.1243 2.0131 0.5721
H 2.0738 1.5891 -1.4494
*
```